No. 1
{"formula": "CHCl2O2P", "method": "ωB97M-V/def2-TZVPD", "species": ["C", "O", "O", "P", "Cl", "Cl", "H"], "positions_angstrom": [[0.06, -0.44, 0.71], [0.10, 1.31, -1.22], [-0.39, 0.13, -1.88], [0.85, -0.12, -0.91], [0.79, 0.76, 1.71], [0.01, -2.00, 1.43], [-1.42, 0.35, 0.17]], "lowdin_charge": [-1.44, -0.34, -0.34, 0.78, 0.54, 0.56, 0.24], "orbital_gap_ev": 9.5344, "lumo_ev": -0.4}

=====

No. 2
{"formula": "C15H29N2O4P2Re", "method": "ωB97M-V/def2-TZVPD", "species": ["C", "C", "N", "C", "C", "C", "C", "P", "Re", "P", "C", "O", "O", "H", "H", "H", "C", "C", "H", "H", "H", "H", "C", "C", "H", "H", "H", "H", "H", "H", "H", "H", "H", "H", "H", "H", "H", "H", "H", "H", "H", "H", "O", "C", "C", "C", "C", "O", "N", "H", "H", "H", "H"], "positions_angstrom": [[-1.89, -2.95, -2.43], [-1.52, -2.10, -1.38], [-0.39, -1.35, -1.46], [0.23, -1.22, -2.65], [-0.12, -2.03, -3.72], [-1.18, -2.92, -3.63], [-2.46, -1.88, -0.21], [-1.93, -0.51, 0.92], [0.27, -0.12, 0.29], [1.88, 0.76, -1.41], [1.23, -0.15, -2.91], [-0.12, -5.27, 2.33], [1.12, -1.25, 1.65], [-2.71, -3.66, -2.28], [0.32, -1.82, -4.68], [-1.44, -3.57, -4.48], [-3.24, 0.76, 0.69], [-2.47, -1.19, 2.59], [2.11, -0.60, -3.38], [0.84, 0.61, -3.59], [-2.68, -2.77, 0.37], [-3.44, -1.56, -0.64], [1.54, 2.56, -1.68], [3.71, 0.76, -1.58], [-0.71, -0.55, 1.90], [2.06, -1.20, 1.92], [0.40, -4.63, 1.83], [-0.88, -5.34, 1.67], [-0.88, 0.85, -0.37], [2.06, -0.28, -0.29], [-4.17, 0.47, 1.21], [-2.85, 1.72, 1.08], [-3.41, 0.87, -0.39], [-3.56, -1.28, 2.63], [-1.94, -2.14, 2.75], [-2.16, -0.46, 3.36], [4.09, 1.52, -2.28], [4.09, 0.96, -0.58], [4.05, -0.24, -1.88], [2.07, 2.90, -2.58], [0.45, 2.74, -1.77], [1.90, 3.11, -0.79], [2.71, 0.89, 2.17], [1.84, 1.74, 2.19], [1.81, 3.05, 3.02], [0.62, 3.83, 2.50], [-0.06, 2.88, 1.48], [-1.03, 3.14, 0.81], [0.66, 1.66, 1.45], [1.62, 2.80, 4.07], [2.75, 3.61, 2.94], [-0.13, 4.10, 3.26], [0.94, 4.76, 2.00]], "lowdin_charge": [0.00, -0.27, -0.02, -0.31, -0.02, -0.02, -0.21, 0.69, 1.04, 0.77, -0.23, -0.07, -0.48, 0.13, 0.13, 0.13, -0.21, -0.23, 0.10, 0.12, 0.10, 0.11, -0.21, -0.21, 0.01, 0.01, 0.01, 0.05, -0.03, 0.00, 0.07, 0.04, 0.06, 0.05, 0.06, 0.06, 0.06, 0.05, 0.06, 0.07, 0.06, 0.06, 0.02, -0.46, -0.08, -0.09, -0.48, 0.03, -0.04, 0.13, 0.13, 0.13, 0.13], "orbital_gap_ev": [5.8946, 6.2888], "multiplicity": 4, "s_squared": 3.770, "total_charge": 1, "lumo_ev": [-3.0, -5.2]}

=====

No. 3
{"formula": "C35H55HgN4OP2", "method": "ωB97M-V/def2-TZVPD", "species": ["C", "C", "C", "C", "C", "H", "H", "H", "N", "P", "P", "C", "H", "H", "C", "H", "C", "C", "C", "C", "C", "H", "H", "H", "C", "H", "H", "H", "C", "H", "H", "H", "C", "H", "H", "H", "C", "H", "H", "H", "C", "H", "H", "H", "C", "H", "H", "H", "C", "H", "H", "H", "C", "H", "H", "H", "C", "H", "H", "H", "C", "H", "H", "H", "C", "H", "H", "H", "Hg", "C", "O", "N", "C", "C", "C", "C", "C", "H", "H", "H", "H", "H", "H", "H", "H", "H", "N", "C", "C", "C", "C", "N", "C", "C", "H", "H", "H", "H"], "positions_angstrom": [[1.95, -2.50, -1.29], [-0.24, -2.25, -2.11], [2.26, -3.44, -2.27], [0.04, -3.19, -3.14], [1.30, -3.76, -3.24], [3.22, -3.95, -2.21], [-0.78, -3.46, -3.82], [1.53, -4.49, -4.02], [0.82, -1.81, -1.35], [2.63, -0.72, 0.85], [-2.17, -0.34, -1.16], [2.90, -2.29, -0.11], [2.86, -3.14, 0.61], [3.93, -2.32, -0.50], [-1.61, -1.90, -1.80], [-2.31, -2.37, -2.50], [-4.07, -0.72, -0.92], [-1.99, 1.50, -1.99], [2.60, -1.09, 2.70], [3.95, 0.43, 0.15], [-4.34, -0.32, 0.54], [-4.21, 0.76, 0.70], [-5.38, -0.59, 0.80], [-3.66, -0.84, 1.23], [-5.03, 0.01, -1.86], [-5.05, 1.10, -1.73], [-4.83, -0.24, -2.92], [-6.05, -0.35, -1.65], [-4.40, -2.21, -1.08], [-5.34, -2.45, -0.54], [-4.56, -2.51, -2.14], [-3.60, -2.82, -0.67], [-2.80, 2.48, -1.12], [-2.48, 2.40, -0.07], [-2.60, 3.53, -1.43], [-3.88, 2.33, -1.16], [-0.54, 2.01, -1.99], [-0.18, 2.17, -0.96], [0.16, 1.33, -2.50], [-0.46, 2.99, -2.50], [-2.48, 1.39, -3.43], [-3.53, 1.08, -3.51], [-2.39, 2.37, -3.94], [-1.87, 0.67, -3.99], [3.84, 1.80, 0.84], [4.71, 2.42, 0.56], [2.93, 2.33, 0.52], [3.82, 1.71, 1.93], [3.65, 0.58, -1.35], [3.70, -0.38, -1.88], [2.65, 1.00, -1.53], [4.39, 1.26, -1.81], [5.39, -0.08, 0.32], [6.06, 0.64, -0.18], [5.69, -0.14, 1.38], [5.56, -1.06, -0.14], [2.00, -2.49, 2.92], [2.68, -3.29, 2.59], [1.82, -2.64, 4.00], [1.04, -2.60, 2.40], [1.67, -0.07, 3.41], [0.62, -0.31, 3.22], [1.83, -0.14, 4.50], [1.81, 0.97, 3.10], [4.01, -1.02, 3.29], [4.71, -1.69, 2.76], [4.43, -0.01, 3.29], [3.96, -1.36, 4.34], [0.33, -0.05, 0.33], [2.14, 3.52, -1.63], [1.87, 4.61, -1.81], [-1.13, -1.90, 0.93], [-1.73, -2.85, 0.50], [-2.32, -4.15, 1.07], [-2.98, -5.08, 0.05], [-1.16, -4.89, 1.72], [-3.32, -3.66, 2.11], [-3.89, -4.66, -0.39], [-2.31, -5.35, -0.78], [-3.29, -6.02, 0.55], [-0.60, -4.22, 2.38], [-1.54, -5.74, 2.30], [-0.46, -5.26, 0.96], [-3.71, -4.49, 2.72], [-2.84, -2.92, 2.76], [-4.16, -3.15, 1.62], [-0.59, 7.05, -0.50], [-0.30, 6.16, 0.21], [0.06, 5.06, 1.07], [-0.91, 4.12, 1.46], [-0.50, 3.00, 2.19], [0.77, 2.84, 2.59], [1.67, 3.78, 2.30], [1.37, 4.88, 1.51], [-1.97, 4.25, 1.19], [-1.21, 2.20, 2.45], [2.69, 3.65, 2.69], [2.14, 5.60, 1.23]], "lowdin_charge": [-0.35, -0.35, -0.05, -0.03, -0.06, 0.11, 0.11, 0.12, 0.01, 1.04, 1.09, -0.23, 0.09, 0.08, -0.33, 0.06, -0.62, -0.65, -0.69, -0.68, -0.11, 0.07, 0.09, 0.05, -0.09, 0.06, 0.08, 0.10, -0.12, 0.10, 0.10, 0.01, -0.10, 0.05, 0.10, 0.06, -0.18, 0.01, 0.08, 0.09, -0.10, 0.05, 0.09, 0.09, -0.11, 0.11, 0.03, 0.07, -0.11, 0.08, 0.02, 0.10, -0.08, 0.10, 0.07, 0.08, -0.10, 0.08, 0.10, 0.05, -0.12, 0.06, 0.10, 0.03, -0.09, 0.09, 0.08, 0.10, 0.91, 0.06, 0.07, 0.02, -0.16, -0.57, -0.05, -0.05, -0.04, 0.07, 0.10, 0.10, 0.07, 0.10, 0.10, 0.10, 0.09, 0.08, 0.18, -0.16, -0.22, -0.01, -0.14, 0.05, -0.14, -0.02, 0.12, 0.11, 0.12, 0.13], "orbital_gap_ev": 6.0232, "total_charge": 1, "lumo_ev": -3.3}

=====

No. 4
{"formula": "C3H5FO", "method": "ωB97M-V/def2-TZVPD", "species": ["C", "C", "C", "O", "F", "H", "H", "H", "H", "H"], "positions_angstrom": [[-0.66, -0.60, -1.28], [0.46, -0.10, -0.49], [0.15, 0.69, 1.69], [0.39, -1.44, -0.65], [1.47, 0.64, -1.04], [-1.65, -0.77, -1.02], [-0.60, -0.49, -2.39], [-0.11, 1.71, 1.42], [1.07, 0.26, 1.69], [-0.54, 0.10, 2.06]], "lowdin_charge": [-0.04, -0.37, 0.17, 0.03, 0.05, 0.08, 0.13, 0.03, -0.03, -0.04], "orbital_gap_ev": 9.3434, "lumo_ev": 0.4}

=====

no.,largest force on an atom (eV/A)
1,4.54
2,3.47
3,5.46
4,6.21